Record 1
21
Properties=species:S:1:pos:R:3:mulliken_charge:R:1 method="wB97M-V/def2-TZVPD" homo_energy_ev=-12.62 smiles="C/C=C1/[C@@H](N)[C@@H]1[NH2+]C" total_charge=+1 de_lowest_kj_mol=356.5 gap_ev=9.29 spin_multiplicity=1
C 2.462 -1.178 -0.176 -1.188
C 2.160 0.085 0.405 -0.146
C 0.936 0.544 0.298 0.068
C -0.199 1.490 0.504 -0.274
N -0.216 2.686 -0.181 -0.526
C -0.340 0.197 -0.313 -0.686
N -1.096 -1.061 0.132 -0.204
C -2.587 -0.772 -0.121 -0.758
H 1.892 -1.560 -1.063 0.278
H 2.444 -1.930 0.684 0.301
H 3.465 -1.446 -0.418 0.426
H 2.924 0.706 0.894 0.418
H -0.578 1.614 1.515 0.410
H -0.071 2.529 -1.228 0.246
H -0.902 3.415 0.085 0.259
H -0.289 0.026 -1.365 0.535
H -0.694 -1.930 -0.342 0.414
H -0.947 -1.189 1.138 0.402
H -2.749 -0.120 0.699 0.320
H -2.537 -0.364 -1.050 0.352
H -3.080 -1.742 -0.099 0.353

Record 2
34
Properties=species:S:1:pos:R:3:mulliken_charge:R:1 method="wB97M-V/def2-TZVPD" homo_energy_ev=-11.51 total_charge=+2 de_lowest_kj_mol=137.3 gap_ev=3.01 spin_multiplicity=1
Zr -0.537 0.220 -1.333 1.785
C 0.481 -0.762 4.238 -0.539
C -0.240 -0.650 3.023 0.394
C 0.523 -0.188 1.769 -0.015
O -0.130 -0.210 0.655 -0.116
C 1.818 0.246 1.897 -0.037
C 2.544 0.203 3.140 0.016
C 1.834 -0.365 4.346 0.304
O 2.364 -0.390 5.452 -0.556
O 3.665 0.661 3.174 -0.529
O -1.443 -0.885 2.904 -0.661
H -0.099 -1.084 5.089 0.481
H 2.356 0.747 1.101 0.457
O -2.243 0.714 -2.663 -0.490
H -2.983 1.325 -2.521 0.266
H -2.330 0.436 -3.591 0.297
O 0.548 0.365 -3.338 -0.420
H 0.511 1.091 -3.986 0.294
H 1.099 -0.318 -3.754 0.296
O 1.346 -1.035 -1.244 -0.367
H 1.313 -2.001 -1.161 0.293
H 2.293 -0.825 -1.330 0.287
O 1.064 1.694 -0.950 -0.500
H 1.089 2.308 -0.193 0.307
H 1.756 2.014 -1.555 0.316
O -1.717 1.763 -0.244 -0.457
H -2.604 2.095 -0.452 0.281
H -1.399 2.345 0.469 0.281
O -0.977 -1.733 -2.565 -0.448
H -0.325 -2.449 -2.612 0.260
H -1.747 -2.068 -3.055 0.282
O -2.328 -0.874 -0.410 -0.330
H -2.462 -1.832 -0.476 0.289
H -3.040 -0.560 0.172 0.278

Record 3
11
Properties=species:S:1:pos:R:3:mulliken_charge:R:1 method="wB97M-V/def2-TZVPD" homo_energy_ev=-8.60 de_lowest_kj_mol=472.5 gap_ev=9.21 spin_multiplicity=1
O -0.451 -1.002 1.431 -0.582
C 0.338 -0.088 0.690 0.077
C 0.953 -0.746 -0.534 -0.480
O -0.338 0.284 -1.444 -0.463
C -0.509 0.877 -0.116 -0.316
H -0.328 -1.854 0.979 0.395
H 1.031 0.412 1.378 0.298
H 1.814 -0.162 -0.890 0.153
H -0.860 -0.530 -1.474 0.408
H -0.086 1.879 -0.192 0.244
H -1.565 0.929 0.170 0.265

Record 4
14
Properties=species:S:1:pos:R:3:mulliken_charge:R:1 method="wB97M-V/def2-TZVPD" homo_energy_ev=-9.34 smiles="CC(=O)NCN" de_lowest_kj_mol=164.1 gap_ev=10.25 spin_multiplicity=1
C -1.096 -1.826 1.013 -0.948
C -0.070 -0.708 0.867 0.634
O 0.796 -0.404 1.683 -0.593
N -0.361 0.116 -0.214 -0.291
C 0.726 1.192 -0.329 -0.341
N 0.705 1.703 -1.640 -0.610
H -0.693 -2.816 1.079 0.301
H -1.639 -1.574 1.913 0.237
H -1.852 -1.895 0.199 0.280
H -0.857 -0.228 -1.116 0.309
H 0.228 1.937 0.464 0.248
H 1.738 0.935 0.093 0.303
H 1.271 2.596 -1.889 0.254
H 1.103 0.972 -2.123 0.219

Record 5
24
Properties=species:S:1:pos:R:3:mulliken_charge:R:1 method="wB97M-V/def2-TZVPD" homo_energy_ev=-7.91 de_lowest_kj_mol=196.7 gap_ev=7.80 spin_multiplicity=1
C 3.174 1.457 2.860 -0.479
C 2.783 0.382 3.719 -0.419
C 2.453 1.662 1.709 -0.615
C 1.828 -0.527 3.282 -0.396
C 1.586 0.672 1.258 -0.133
C 1.151 -0.339 2.053 0.909
C -2.274 -0.986 -4.687 -0.716
C -1.554 0.697 -1.044 -1.140
N 0.288 -1.343 1.604 -0.447
O -2.068 -0.344 -3.460 -0.040
Si -1.108 -0.821 -2.185 -0.081
H 3.914 2.190 3.153 0.361
H 3.267 0.387 4.672 0.364
H 2.823 2.479 1.104 0.323
H 1.441 -1.450 3.936 0.104
H 1.010 0.805 0.305 0.186
H -2.527 -1.978 -4.649 0.351
H -1.349 -0.937 -5.210 0.313
H -2.999 -0.532 -5.310 0.273
H -1.602 1.602 -1.526 0.408
H -2.570 0.535 -0.692 0.347
H -0.878 0.727 -0.113 0.218
H -0.099 -2.064 2.189 0.207
H -0.374 -1.271 0.736 0.101

Record 6
61
Properties=species:S:1:pos:R:3:mulliken_charge:R:1 method="wB97M-V/def2-TZVPD" homo_energy_ev=-10.90 total_charge=+1 gap_ev=6.05 spin_multiplicity=1
C 5.603 3.259 -1.019 -1.055
N 4.248 2.838 -1.259 0.004
C 3.953 1.466 -0.922 -0.957
C 2.492 1.092 -1.152 -0.538
N 1.606 2.096 -0.585 0.698
C 0.283 1.788 -0.329 -0.425
C -0.391 0.585 -0.650 0.153
C -1.736 0.776 -1.318 -1.198
C -2.575 1.807 -0.565 -0.508
C -1.787 3.133 -0.498 -0.881
C -0.552 2.854 0.345 -1.525
C 1.887 3.438 -1.140 -0.631
C 3.314 3.830 -0.800 -0.977
H 5.750 4.251 -1.476 0.331
H 5.831 3.352 0.060 0.380
H 6.301 2.539 -1.452 0.321
H 4.576 0.842 -1.578 0.417
H 4.232 1.226 0.124 0.243
H 2.300 0.998 -2.235 0.375
H 2.294 0.128 -0.686 0.493
H 0.240 -0.204 -1.080 1.013
H -1.611 1.171 -2.348 0.467
H -2.233 -0.184 -1.421 0.327
H -3.563 1.961 -1.022 0.438
H -2.774 1.440 0.449 0.324
H -1.482 3.456 -1.510 0.335
H -2.375 3.945 -0.056 0.422
H -0.858 2.455 1.326 0.344
H 0.019 3.756 0.559 0.724
H 1.760 3.418 -2.242 0.302
H 1.215 4.216 -0.747 0.410
H 3.406 4.035 0.301 0.302
H 3.538 4.763 -1.349 0.472
F 2.104 -4.083 3.252 -0.315
C 1.909 -2.858 2.650 0.159
C 2.905 -1.892 2.810 -0.724
C 2.621 -0.608 2.320 -0.561
C 1.386 -0.330 1.733 -0.575
C 0.396 -1.304 1.516 0.083
C -0.860 -0.948 0.824 0.534
C -1.562 -1.973 0.132 -0.835
C -2.902 -1.981 -0.262 -0.246
C -3.733 -3.154 -0.185 0.270
C -3.399 -4.246 0.667 -0.703
C -4.289 -5.301 0.806 0.363
F -3.994 -6.311 1.698 -0.297
C -5.489 -5.383 0.088 -0.494
C -5.796 -4.327 -0.785 -0.489
C -4.939 -3.242 -0.918 -0.636
C 0.705 -2.621 1.974 -0.515
H 3.842 -2.125 3.316 0.439
H 3.377 0.192 2.384 0.449
H 1.188 0.679 1.370 0.545
H -1.423 -0.117 1.308 0.623
H -0.978 -2.883 -0.123 0.828
H -3.423 -1.097 -0.666 0.391
H -2.475 -4.190 1.245 0.536
H -6.169 -6.233 0.218 0.434
H -6.723 -4.352 -1.376 0.365
H -5.181 -2.400 -1.568 0.389
H -0.009 -3.440 1.847 0.379

Record 7
9
Properties=species:S:1:pos:R:3:mulliken_charge:R:1 method="wB97M-V/def2-TZVPD" homo_energy_ev=-9.40 de_lowest_kj_mol=364.1 gap_ev=8.53 spin_multiplicity=1
C 1.013 0.866 -0.249 -0.811
C 0.080 1.538 0.426 0.153
C -0.617 -2.120 0.486 -0.014
F -1.106 1.505 -0.250 -0.242
F -0.574 -3.398 0.778 -0.050
I -1.486 -1.818 -1.419 0.050
H 0.876 0.415 -1.203 0.299
H -0.183 2.132 1.273 0.398
H 1.997 0.879 0.158 0.217

Record 8
105
Properties=species:S:1:pos:R:3:mulliken_charge:R:1 method="wB97M-V/def2-TZVPD" homo_energy_ev=-5.79 total_charge=-1 gap_ev=8.22 spin_multiplicity=1
C 5.880 -0.722 2.285 -1.549
C 4.487 -0.902 2.887 0.217
C 3.610 0.328 3.169 -1.087
Br 4.653 2.040 3.055 -0.178
P 1.943 0.372 2.113 1.528
C 1.365 1.944 2.977 -1.647
C 2.967 1.190 0.607 -0.591
C 2.739 0.569 -0.714 0.241
O 3.087 -0.488 -1.098 -0.581
F 2.091 1.374 -1.606 -0.227
C 0.296 0.548 1.012 0.008
F 0.255 1.778 0.406 -0.323
F 0.176 -0.343 -0.011 -0.199
F -0.861 0.483 1.722 -0.191
C 0.965 -0.806 3.516 0.154
F -0.179 -0.273 4.053 -0.145
F 1.819 -0.991 4.603 -0.370
C 0.647 -2.340 3.269 0.408
F 1.838 -2.971 3.092 -0.263
F 0.079 -2.803 4.422 -0.318
C -0.256 -2.905 2.127 0.604
F -1.359 -2.189 1.936 -0.254
F -0.626 -4.151 2.440 -0.306
F 0.423 -2.952 0.987 -0.280
H 5.845 -0.223 1.311 0.317
H 6.328 -1.710 2.125 0.434
H 6.542 -0.158 2.947 0.340
H 4.595 -1.452 3.830 0.385
H 3.925 -1.562 2.216 0.149
H 3.399 0.392 4.224 0.852
H 2.288 -0.877 1.494 0.076
H 1.752 1.989 4.001 0.403
H 0.277 1.996 3.045 0.372
H 1.703 2.835 2.443 0.344
H 4.005 0.910 0.809 0.375
H 2.882 2.272 0.534 0.266
C -3.553 -4.104 -1.060 -0.746
O -2.621 -3.608 -1.990 -0.383
C -1.262 -3.779 -1.619 -0.013
C -0.420 -4.345 -2.737 -0.314
O -0.725 -5.680 -3.112 -0.444
C -1.875 -5.930 -3.892 -0.288
C -1.774 -5.514 -5.343 -0.552
O -1.797 -4.111 -5.510 -0.325
C -0.845 -3.594 -6.408 -0.768
H -3.706 -3.406 -0.230 0.278
H -4.501 -4.240 -1.582 0.265
H -3.238 -5.070 -0.651 0.357
H -1.183 -4.424 -0.738 0.255
H -0.839 -2.804 -1.354 0.087
H 0.602 -4.394 -2.353 0.352
H -0.416 -3.676 -3.600 0.114
H -2.780 -5.520 -3.437 0.121
H -1.966 -7.020 -3.896 0.376
H -2.635 -5.950 -5.869 0.370
H -0.863 -5.941 -5.778 0.334
H 0.127 -4.084 -6.289 0.354
H -0.726 -2.534 -6.188 0.210
H -1.169 -3.702 -7.450 0.361
C 0.742 5.741 -6.506 -0.764
O 1.587 4.766 -7.068 -0.327
C 2.972 5.010 -6.917 -0.544
C 3.725 3.815 -6.374 -0.267
O 3.435 3.484 -5.035 -0.405
C 2.227 2.802 -4.731 -0.190
C 2.179 1.354 -5.151 -0.443
O 2.106 1.194 -6.562 -0.319
C 2.934 0.184 -7.084 -0.728
H 0.638 6.614 -7.163 0.313
H -0.239 5.287 -6.372 0.237
H 1.106 6.075 -5.529 0.354
H 3.143 5.869 -6.259 0.331
H 3.399 5.250 -7.901 0.370
H 4.780 4.108 -6.360 0.382
H 3.629 2.956 -7.043 0.107
H 1.352 3.345 -5.096 0.103
H 2.183 2.794 -3.641 0.281
H 1.286 0.913 -4.693 0.345
H 3.052 0.830 -4.747 0.327
H 3.920 0.183 -6.606 0.358
H 3.065 0.381 -8.149 0.232
H 2.489 -0.810 -6.964 0.254
C -1.590 2.532 7.861 -0.810
O -2.292 2.169 6.699 -0.331
C -2.422 0.772 6.486 -0.012
C -3.835 0.372 6.136 -0.276
O -4.792 0.536 7.172 -0.453
C -5.261 1.832 7.478 -0.285
C -6.196 2.440 6.456 -0.544
O -5.529 2.815 5.269 -0.302
C -6.178 2.461 4.071 -0.780
H -0.506 2.471 7.714 0.301
H -1.852 3.564 8.097 0.244
H -1.865 1.899 8.713 0.377
H -2.092 0.217 7.371 0.388
H -1.781 0.475 5.650 -0.085
H -3.811 -0.706 5.955 0.379
H -4.157 0.853 5.211 0.110
H -4.446 2.522 7.710 0.116
H -5.853 1.695 8.388 0.380
H -6.642 3.335 6.912 0.375
H -7.006 1.733 6.242 0.330
H -6.606 1.455 4.128 0.361
H -5.433 2.477 3.277 0.238
H -6.976 3.170 3.819 0.308

Record 9
82
Properties=species:S:1:pos:R:3:mulliken_charge:R:1 method="wB97M-V/def2-TZVPD" homo_energy_ev="-13.94 / -14.08" total_charge=+2 de_lowest_kj_mol=0.0 gap_ev="8.09 / 3.51" spin_multiplicity=5
Ru -2.012 0.483 1.566 0.146
C 4.571 -1.083 -1.602 -0.357
C 4.177 0.177 -1.802 -0.391
C 3.870 0.846 -3.111 -0.470
C 3.467 -0.080 -4.280 -0.995
C 2.287 -0.973 -4.013 0.019
C 2.301 -2.189 -3.456 -0.201
C 3.487 -2.970 -2.975 -0.652
C 4.761 -2.164 -2.631 -0.961
C -4.025 -0.088 1.591 -1.686
H 4.871 -1.379 -0.585 0.423
H 4.166 0.861 -0.944 0.487
H 4.742 1.436 -3.446 0.415
H 3.070 1.583 -2.942 0.340
H 3.211 0.572 -5.132 0.445
H 4.345 -0.646 -4.598 0.334
H 1.333 -0.590 -4.405 0.485
H 1.365 -2.759 -3.424 0.514
H 3.772 -3.727 -3.726 0.396
H 3.182 -3.548 -2.089 0.384
H 5.496 -2.882 -2.231 0.450
H 5.197 -1.778 -3.556 0.341
H -4.103 -0.772 2.452 0.422
H -4.540 -0.455 0.691 0.655
H -4.424 0.894 1.904 0.414
P 0.025 1.242 1.281 1.885
P -2.031 -0.273 -0.430 1.771
C 0.477 0.815 -0.415 -1.108
C -0.467 0.234 -1.195 -1.012
C 0.382 3.012 1.508 0.279
C 1.385 3.605 0.726 -0.180
C 1.683 4.958 0.895 -0.595
C 0.967 5.721 1.823 -0.573
C -0.038 5.133 2.596 -0.754
C -0.339 3.779 2.433 -0.606
C 1.171 0.362 2.412 0.941
C 0.950 -0.998 2.645 -0.320
C 1.845 -1.711 3.450 -0.815
C 2.916 -1.053 4.055 -0.653
C 3.111 0.318 3.854 -0.728
C 2.230 1.033 3.046 -0.706
C -3.298 0.180 -1.681 0.528
C -3.685 1.526 -1.729 -0.570
C -4.629 1.943 -2.673 -0.681
C -5.192 1.011 -3.551 -0.540
C -4.808 -0.334 -3.506 -0.631
C -3.865 -0.754 -2.564 -0.332
C -2.001 -2.108 -0.488 0.377
C -2.779 -2.851 0.402 -0.365
C -2.779 -4.247 0.314 -0.764
C -1.956 -4.883 -0.616 -0.688
C -1.145 -4.139 -1.483 -0.374
C -1.166 -2.746 -1.417 0.026
H 1.493 1.010 -0.755 0.266
H -0.349 0.049 -2.262 1.007
H 1.919 3.002 -0.005 0.231
H 2.476 5.411 0.298 0.424
H 1.193 6.779 1.942 0.402
H -0.592 5.722 3.328 0.459
H -1.126 3.303 3.019 0.396
H 0.060 -1.469 2.221 0.304
H 1.685 -2.779 3.603 0.482
H 3.598 -1.603 4.700 0.447
H 3.944 0.840 4.328 0.461
H 2.339 2.107 2.907 0.426
H -3.248 2.228 -1.014 0.310
H -4.918 2.995 -2.712 0.419
H -5.940 1.329 -4.271 0.409
H -5.237 -1.065 -4.198 0.417
H -3.567 -1.801 -2.506 0.371
H -3.374 -2.326 1.149 0.304
H -3.427 -4.824 0.977 0.437
H -1.935 -5.969 -0.665 0.408
H -0.498 -4.632 -2.211 0.427
H -0.541 -2.144 -2.074 0.041
Cl -2.151 -0.086 7.142 -0.095
C -2.246 1.129 5.880 0.739
Cl -3.814 1.990 5.927 -0.128
Cl -0.893 2.295 6.020 -0.123
C -2.145 0.435 4.443 0.199
O -2.118 -0.797 4.326 -0.615
O -2.117 1.329 3.518 -0.594

Record 10
12
Properties=species:S:1:pos:R:3:mulliken_charge:R:1 method="wB97M-V/def2-TZVPD" homo_energy_ev="-16.22 / -15.47" total_charge=+1 de_lowest_kj_mol=79.5 gap_ev="12.51 / 3.81" spin_multiplicity=2
O -0.730 0.645 0.472 -0.663
H -1.500 1.206 0.380 0.322
H -0.763 0.067 -0.290 0.489
O 1.762 2.092 0.070 -0.287
H 0.834 1.902 0.206 0.416
H 2.137 2.102 0.951 0.404
O 0.879 -1.878 1.024 -0.406
H 1.749 -1.742 1.400 0.371
H 0.386 -1.095 1.270 0.383
O -1.532 -1.042 -1.445 -0.687
H -0.881 -1.316 -2.091 0.343
H -2.341 -0.942 -1.948 0.316

Record 11
9
Properties=species:S:1:pos:R:3:mulliken_charge:R:1 method="wB97M-V/def2-TZVPD" homo_energy_ev=-9.37 de_lowest_kj_mol=318.3 gap_ev=9.37 spin_multiplicity=1
C -1.638 -0.298 0.195 -0.142
C 1.240 2.165 -1.184 0.633
N -1.951 0.437 1.046 -0.159
N 0.850 -2.202 0.112 0.080
O 0.862 -3.278 -0.436 -0.282
O 1.297 2.033 -0.060 -0.328
O 1.339 2.279 -2.303 -0.315
H 0.106 -2.259 0.878 0.206
H -2.105 1.122 1.751 0.307

Record 12
8
Properties=species:S:1:pos:R:3:mulliken_charge:R:1 method="wB97M-V/def2-TZVPD" homo_energy_ev=-10.22 de_lowest_kj_mol=120.4 gap_ev=10.89 spin_multiplicity=1
C 0.724 -0.144 -0.642 0.030
C -0.746 0.326 0.549 0.045
F 1.571 0.776 -0.146 -0.220
F -1.500 1.298 0.017 -0.190
Cl 1.264 -1.852 -0.468 -0.125
Br -1.753 -1.328 0.868 -0.117
H 0.546 0.107 -1.634 0.298
H -0.107 0.816 1.455 0.279